Entry 1:
{
  "formula": "C27H36N9O6S5Sc",
  "method": "ωB97M-V/def2-TZVPD",
  "symbols": ["Sc", "S", "S", "S", "S", "S", "O", "O", "O", "O", "O", "O", "N", "N", "N", "N", "N", "N", "N", "N", "N", "C", "C", "C", "C", "C", "C", "C", "C", "C", "C", "C", "C", "C", "C", "C", "C", "C", "C", "C", "C", "C", "C", "C", "C", "C", "C", "C", "H", "H", "H", "H", "H", "H", "H", "H", "H", "H", "H", "H", "H", "H", "H", "H", "H", "H", "H", "H", "H", "H", "H", "H", "H", "H", "H", "H", "H", "H", "H", "H", "H", "H", "H", "H"],
  "xyz": [[0.8088, 0.1534, -0.8110], [0.8342, 0.9797, -3.5860], [1.6420, -1.6356, 2.3022], [-0.8562, 0.1690, -2.8054], [1.2443, -2.3317, -1.8988], [-0.6827, 3.4236, -0.2637], [2.7227, -1.3771, 3.2132], [1.7843, 0.8316, -2.3781], [0.6245, 2.3958, -3.8338], [1.3387, 0.2264, -4.7011], [1.6547, -2.8774, 1.5657], [0.0684, 2.1088, -0.3041], [3.7063, -2.5262, -2.8812], [2.5723, 1.4450, 0.5022], [3.5491, -2.5233, -0.5939], [1.5790, -0.4513, 1.1889], [-1.3512, -0.2666, 0.3307], [1.8297, 1.3222, 2.7625], [-3.2150, 1.2726, 3.0304], [-3.4018, -1.7490, 5.4183], [-3.9018, -0.2580, 1.4300], [5.5931, -3.9272, -0.4148], [-4.7473, 2.7240, -2.1600], [4.9782, -2.5335, -0.3467], [2.2848, 2.5547, 2.9400], [0.0201, -0.8827, 4.3698], [2.7661, -3.8335, -4.7648], [2.9785, 2.6913, 0.6984], [-2.9196, 0.4590, 1.9576], [-2.2026, -1.7598, 4.7154], [-1.1488, -0.9289, 5.1069], [0.1980, 4.4593, -1.4192], [0.1449, -1.6619, 3.2274], [-3.3397, 3.1077, -0.2404], [-4.5872, 2.8560, -0.7813], [-3.5946, -0.9934, 0.3628], [-2.0526, -2.5555, 3.5777], [-3.6302, 2.8427, -2.9819], [2.0303, 0.7986, 1.5468], [2.8881, 3.3002, 1.9352], [2.9527, -2.4729, -1.7811], [3.1955, -2.4697, -4.2502], [-1.6293, 0.4463, 1.4045], [-6.1074, 2.4528, -2.7396], [-0.8839, -2.5107, 2.8415], [-2.3331, -1.0105, -0.1953], [-2.3697, 3.0760, -2.4569], [-2.2367, 3.2174, -1.0823], [1.1308, 4.7399, -0.9326], [-2.4365, 1.4734, 3.6384], [5.4590, -4.3828, -1.3978], [-2.8596, -3.2113, 3.2731], [-1.5066, 3.1084, -3.1092], [1.9343, -4.2150, -4.1728], [-6.0534, 2.2837, -3.8136], [-6.7795, 3.2942, -2.5617], [-0.4041, 5.3458, -1.6130], [2.3690, -1.7603, -4.2725], [-4.0018, -2.5437, 5.2678], [3.9948, -2.0537, -4.8647], [-2.1017, -1.5980, -1.0730], [3.3907, 3.2008, -0.1662], [-3.3357, -1.4917, 6.3897], [-3.2203, 3.2118, 0.8329], [3.2484, 4.3032, 2.1078], [2.4379, -3.7520, -5.8018], [-5.4450, 2.7555, -0.1269], [6.6621, -3.8839, -0.2026], [-0.8314, 1.0342, 1.8440], [4.6820, -2.7451, -2.7664], [-6.5575, 1.5730, -2.2772], [2.1436, 2.9778, 3.9298], [-4.0437, 0.9822, 3.5284], [2.9165, -2.6313, 0.1924], [5.1266, -2.1093, 0.6467], [0.3984, 3.8867, -2.3276], [0.8435, -0.2498, 4.6691], [5.1227, -4.5817, 0.3187], [-4.3905, -1.5885, -0.0686], [-0.7555, -3.1397, 1.9701], [-1.2486, -0.3261, 6.0031], [3.5856, -4.5542, -4.7221], [5.4668, -1.8494, -1.0464], [-3.7398, 2.7188, -4.0521]],
  "forces_ev_per_a": [[-0.586, -0.284, 0.067], [0.113, 0.121, 0.013], [-0.003, 0.004, -0.038], [0.060, -0.017, 0.006], [-0.053, 0.109, 0.210], [0.013, -0.003, 0.013], [0.022, 0.025, 0.032], [0.281, 0.359, -0.594], [-0.048, -0.011, 0.010], [0.000, -0.034, -0.017], [0.021, 0.001, -0.131], [0.047, -0.007, 0.150], [-0.003, -0.040, -0.025], [-0.106, -0.140, -0.012], [-0.025, 0.018, 0.071], [0.053, 0.009, 0.492], [0.106, -0.122, -0.160], [0.072, 0.109, -0.010], [-0.014, -0.010, 0.044], [-0.016, 0.026, -0.009], [0.021, -0.010, 0.007], [0.006, -0.016, -0.007], [-0.003, 0.001, 0.002], [0.017, 0.012, 0.005], [-0.006, -0.003, -0.006], [-0.015, 0.023, -0.013], [-0.011, -0.004, -0.012], [0.046, -0.008, -0.094], [0.040, -0.079, -0.018], [-0.026, 0.033, -0.027], [-0.001, 0.026, 0.003], [-0.002, -0.015, -0.026], [0.010, 0.018, 0.029], [0.005, 0.004, 0.025], [0.000, -0.001, -0.001], [-0.005, -0.015, 0.013], [-0.030, 0.042, -0.024], [0.000, 0.000, 0.001], [0.044, -0.100, 0.054], [0.013, -0.003, 0.003], [-0.059, 0.006, -0.107], [-0.039, 0.090, -0.017], [-0.018, -0.005, 0.040], [-0.009, -0.003, -0.005], [-0.013, 0.016, -0.043], [0.019, -0.021, 0.007], [0.016, -0.004, -0.019], [0.003, -0.040, 0.013], [-0.006, -0.016, 0.003], [0.018, -0.009, 0.034], [-0.001, 0.000, 0.006], [-0.003, -0.003, -0.002], [0.016, 0.000, -0.005], [0.008, 0.001, 0.003], [0.002, -0.001, 0.000], [0.004, 0.001, 0.001], [-0.002, 0.003, -0.003], [0.064, -0.040, -0.017], [0.009, -0.005, 0.005], [0.010, -0.006, 0.000], [0.008, 0.005, 0.002], [-0.017, 0.003, -0.009], [0.002, -0.005, -0.001], [0.003, -0.016, -0.011], [0.000, -0.003, 0.004], [-0.003, 0.004, 0.008], [0.004, 0.003, -0.002], [-0.004, 0.003, -0.003], [0.003, 0.000, -0.002], [0.014, 0.018, -0.009], [0.003, 0.002, 0.003], [-0.004, -0.005, -0.001], [-0.003, 0.007, 0.007], [-0.054, -0.001, 0.100], [-0.009, -0.015, 0.002], [-0.009, -0.001, -0.006], [0.006, 0.006, -0.003], [0.002, 0.004, 0.003], [-0.002, 0.007, 0.007], [0.000, 0.013, -0.001], [-0.001, -0.005, -0.007], [0.009, 0.000, -0.003], [-0.008, -0.003, 0.001], [0.005, 0.000, 0.000]],
  "e_lumo_ha": 0.005,
  "homo_energy_ev": -7.6,
  "energy_ev": -129162.5912,
  "total_charge": 0
}

Entry 2:
{
  "formula": "C4H9NO2",
  "method": "ωB97M-V/def2-TZVPD",
  "symbols": ["O", "O", "N", "C", "C", "C", "C", "H", "H", "H", "H", "H", "H", "H", "H", "H"],
  "xyz": [[2.6701, -1.4006, -0.2207], [-0.5591, 1.3281, 0.0838], [2.1405, 0.7322, 0.3332], [0.3358, -0.8749, -0.0179], [-0.5795, 0.1363, -0.7046], [1.8268, -0.5480, 0.0030], [-2.0009, -0.3970, -0.8158], [1.4200, 1.4311, 0.4436], [-0.0067, -0.9771, 1.0203], [-2.3821, -0.6601, 0.1771], [-2.0423, -1.2871, -1.4507], [3.1150, 0.9887, 0.3469], [0.2466, -1.8520, -0.4996], [-1.3687, 1.8224, -0.0800], [-0.1923, 0.3541, -1.7132], [-2.6691, 0.3542, -1.2563]],
  "forces_ev_per_a": [[-0.214, 0.228, 0.038], [-0.153, 0.160, 0.033], [0.072, -0.022, -0.063], [-0.015, -0.091, -0.023], [0.004, -0.274, -0.123], [0.030, -0.035, 0.047], [-0.049, -0.038, 0.018], [0.110, -0.133, -0.005], [0.074, -0.017, -0.110], [0.042, 0.032, -0.124], [0.044, 0.116, 0.078], [-0.123, -0.033, -0.013], [0.003, 0.142, 0.046], [0.098, 0.031, -0.030], [-0.042, 0.029, 0.180], [0.118, -0.094, 0.051]],
  "e_lumo_ha": 0.026,
  "homo_energy_ev": -9.6,
  "energy_ev": -9879.7063,
  "total_charge": 0
}

Entry 3:
{
  "formula": "C18H28ClFN2O",
  "method": "ωB97M-V/def2-TZVPD",
  "symbols": ["Cl", "F", "O", "N", "N", "C", "C", "C", "C", "C", "C", "C", "C", "C", "C", "C", "C", "C", "C", "C", "C", "C", "C", "H", "H", "H", "H", "H", "H", "H", "H", "H", "H", "H", "H", "H", "H", "H", "H", "H", "H", "H", "H", "H", "H", "H", "H", "H", "H", "H", "H"],
  "xyz": [[3.6366, 1.5570, 1.8792], [3.0007, -3.0383, -0.1185], [2.2095, 0.9220, -2.7928], [-1.1856, 1.3992, 0.1050], [1.0957, 0.0021, 1.1140], [-0.1416, 0.9116, -0.7770], [5.2371, 0.3863, 0.0755], [1.4342, 2.0532, -2.4653], [2.0334, -0.9928, 1.6040], [4.0936, 0.2579, 0.8471], [-4.3629, -0.8161, -0.2303], [0.8684, 2.0470, -1.0429], [3.7337, -1.9049, -0.0396], [-4.5816, -2.3256, -0.1309], [5.6215, -0.6482, -0.7582], [-5.3835, -0.0887, 0.6420], [4.8712, -1.8082, -0.8189], [-2.9232, -0.4725, 0.1679], [3.3088, -0.8929, 0.8121], [-0.0108, 0.2667, 2.0068], [-2.5448, 0.9846, -0.1465], [-0.7586, 1.4996, 1.4825], [0.5942, -0.3139, -0.2068], [-4.4305, -2.6630, 0.8927], [-0.0780, -1.1920, -0.1779], [5.8151, 1.2949, 0.1277], [-2.7480, 1.1769, -1.2056], [6.5074, -0.5485, -1.3647], [2.1125, 2.9026, -2.5788], [-2.7958, -0.6621, 1.2357], [-1.6283, 1.7024, 2.1093], [-5.2256, -0.3306, 1.6912], [1.6306, -2.0177, 1.5436], [-0.0730, 2.3512, 1.5563], [1.6868, 1.9667, -0.3285], [-5.5942, -2.5862, -0.4305], [-0.6878, -0.6036, 2.0825], [-6.3927, -0.3907, 0.3705], [0.3613, 2.9993, -0.8862], [2.2450, -0.7675, 2.6537], [-2.2490, -1.1363, -0.3777], [-4.5153, -0.5120, -1.2726], [1.4444, -0.5591, -0.8458], [0.3799, 0.4856, 3.0036], [-5.3104, 0.9886, 0.5202], [-3.8869, -2.8612, -0.7745], [-3.1833, 1.6543, 0.4366], [1.6327, 0.1514, -2.8171], [-0.6214, 0.6306, -1.7225], [5.1456, -2.6288, -1.4619], [0.6127, 2.1700, -3.1876]],
  "forces_ev_per_a": [[0.086, 0.334, 0.268], [0.022, 0.086, -0.002], [0.174, -0.492, -0.054], [-0.117, -0.070, 0.052], [-0.080, -0.205, -0.018], [0.276, 0.209, -0.072], [-0.022, 0.115, 0.062], [-0.250, 0.416, 0.293], [-0.087, -0.030, -0.008], [0.140, -0.341, -0.287], [0.086, -0.175, 0.245], [0.147, -0.240, -0.478], [0.163, 0.198, 0.070], [0.004, 0.263, -0.173], [-0.112, -0.042, 0.066], [0.124, 0.001, -0.290], [-0.137, -0.113, 0.012], [-0.177, 0.282, -0.333], [-0.034, -0.191, -0.015], [-0.129, 0.217, 0.033], [-0.067, -0.242, 0.118], [0.089, -0.086, 0.147], [-0.171, -0.013, -0.182], [0.017, -0.069, 0.136], [0.072, 0.047, -0.007], [0.035, 0.092, 0.025], [-0.095, 0.017, 0.023], [0.089, 0.011, -0.058], [-0.129, -0.008, -0.031], [0.056, -0.093, 0.078], [-0.008, 0.060, 0.009], [0.011, -0.026, 0.159], [0.052, 0.128, 0.069], [0.006, -0.016, 0.169], [0.086, 0.107, 0.044], [-0.114, -0.091, -0.008], [0.026, 0.029, 0.033], [-0.132, 0.010, 0.020], [-0.023, 0.041, 0.034], [-0.028, -0.054, -0.058], [0.067, -0.050, 0.059], [0.019, 0.001, 0.000], [-0.016, -0.008, -0.010], [0.002, -0.021, 0.011], [-0.057, 0.136, 0.061], [0.068, -0.104, -0.040], [-0.070, -0.002, -0.095], [0.071, 0.028, -0.060], [-0.009, -0.015, 0.007], [0.012, -0.096, -0.062], [0.064, 0.062, 0.038]],
  "e_lumo_ha": 0.029,
  "homo_energy_ev": -7.9,
  "energy_ev": -39387.8707,
  "total_charge": 0
}